1.
Density functional theory data (ωB97M-V/def2-TZVPD) for a 2-piece molecular cluster, C2H2O4 overall at a distorted geometry.

Last column: natural (NBO) charge in e.
Atoms and positions in Å:
1 O 2.808 -0.041 0.568  -0.50
2 C 1.914 -0.223 -0.135  1.04
3 O 1.013 -0.404 -0.849  -0.53
4 O -0.699 1.496 0.113  -0.59
5 C -1.113 0.416 -0.224  0.67
6 O -1.351 -0.721 0.455  -0.68
7 H -1.304 0.079 -1.330  0.11
8 H -1.267 -0.601 1.403  0.49

Charge: 0
LUMO level: 0.48 eV
ΔE to the lowest compared entry with this formula, charge and spin: 9.1 kcal/mol
SMILES: O=C=O.O=CO
Electronic energy: -10296.7798 eV
HOMO-LUMO gap: 11.40 eV
Molar mass: 90.03 Da

2.
Density functional theory data (ωB97M-V/def2-TZVPD) for C3H3LuO2 as an isolated structure at a distorted geometry.

Last column: natural (NBO) charge in e.
Atoms and positions in Å:
1 C -0.360 -1.009 -0.713  -0.65
2 C 0.525 0.200 -0.763  -0.23
3 H 1.583 -0.037 -0.533  0.25
4 H 0.122 -1.896 -1.149  0.21
5 H 0.551 0.795 -1.694  0.24
6 O -0.655 0.455 2.330  -0.81
7 C 0.374 0.407 1.618  0.50
8 O 0.040 1.026 0.339  -0.67
9 Lu -2.180 0.060 0.564  2.15

Charge: +1
Spin multiplicity: 2
LUMO level (spin up / spin down): -6.70 / -6.71 eV
ΔE to the lowest compared entry with this formula, charge and spin: 36.1 kcal/mol
Electronic energy: -40862.1240 eV
HOMO-LUMO gap (spin up / spin down): 5.73 / 6.01 eV
Molar mass: 246.02 Da

3.
Density functional theory data (ωB97M-V/def2-TZVPD) for one molecule with the formula C3H2N2O at a distorted geometry.

Last column: natural (NBO) charge in e.
Atoms and positions in Å:
1 C 0.625 -1.447 0.054  -0.14
2 C -0.518 -0.951 -0.081  0.17
3 C 1.054 0.010 0.005  -0.25
4 N -0.352 1.121 -0.064  -0.18
5 N -1.261 0.257 -0.038  0.27
6 O -2.456 0.371 0.039  -0.39
7 H 1.321 0.164 1.042  0.25
8 H 1.587 0.475 -0.956  0.28

Charge: 0
LUMO level: -0.90 eV
ΔE to the lowest compared entry with this formula, charge and spin: 182.1 kcal/mol
Electronic energy: -8161.8167 eV
HOMO-LUMO gap: 9.51 eV
Molar mass: 82.06 Da

4.
Density functional theory data (ωB97M-V/def2-TZVPD) for a 2-piece molecular cluster, CH5BrN2 overall at a distorted geometry.

Last column: natural (NBO) charge in e.
Atoms and positions in Å:
1 C 0.687 0.519 0.009  -0.51
2 N -0.882 -1.087 -0.412  -0.34
3 N 0.266 -0.878 0.097  -0.05
4 Br -3.439 0.083 0.203  -0.64
5 H 1.700 0.574 0.372  0.23
6 H 0.823 0.992 -1.000  0.22
7 H 0.004 1.036 0.728  0.26
8 H -1.428 -1.936 -0.417  0.44
9 H -1.098 -0.536 -1.251  0.40

Charge: 0
LUMO level (spin up / spin down): -1.39 / -2.33 eV
ΔE to the lowest compared entry with this formula, charge and spin: 21.4 kcal/mol
Electronic energy: -74138.0336 eV
HOMO-LUMO gap (spin up / spin down): 7.47 / 5.98 eV
Molar mass: 124.97 Da